Entry 1:
This record from the OMol25 dataset describes a molecular structure, C40H59BFN6S3Ta. The level of theory is ωB97M-V/def2-TZVPD.

```
111
C40H59BFN6S3Ta (ωB97M-V/def2-TZVPD)
Ta 0.49485 0.57884 -0.22597
S -0.70725 -0.20326 2.05876
S -0.10705 -1.98544 -0.87077
S -1.86573 1.35748 -1.12273
F 1.98668 2.63053 -6.03375
N -1.18002 -2.80721 2.94578
N -1.80611 -2.25364 -3.04192
N -2.75889 -1.47894 -1.21668
N -3.65084 2.30490 0.78633
N -2.40693 -2.15753 1.24848
N -3.39551 0.12301 0.73376
C 0.55559 2.48075 1.02528
C -0.22349 -3.01284 4.08542
C -3.11729 -1.94935 -3.34338
C 0.45825 2.55127 -2.78604
C 3.74437 2.75182 3.06293
C 3.89325 3.79554 0.31575
C 3.77276 2.31520 0.57150
C -1.02032 -3.58050 5.26506
C 3.32768 -0.42223 1.02405
C 3.40979 0.46546 2.10995
C -2.35854 4.38295 0.33299
C -4.64325 4.50105 1.30033
C 2.11893 0.98752 -4.37494
C 3.38505 -0.00838 3.53977
C -1.60411 -1.92439 -1.74110
C 3.61240 1.83439 1.87579
C -4.38738 1.76603 1.81415
C -3.74287 3.73504 0.33685
C -4.35757 3.74610 -1.06491
C 1.74359 0.55561 -3.11492
C -1.57378 -3.14523 -5.32741
C -3.69510 -1.47118 -2.22553
C -3.02903 1.27610 0.15783
C 4.01438 -1.00694 -1.31069
C 3.90097 1.41149 -0.49485
C 0.82835 -4.01221 3.59869
C 0.45164 -1.72626 4.53367
C -4.22325 0.42390 1.78231
C 3.65873 0.03851 -0.27961
C 0.80974 2.99826 -4.04566
C 4.42145 1.92097 -1.81484
C -0.90929 -3.03479 -3.95672
C 3.14733 -1.90793 1.23117
C -1.42415 -1.78109 2.09216
C -0.72955 -4.42914 -3.35351
C 1.63972 2.20667 -4.82484
C -2.01784 -3.84918 2.59674
C -2.76848 -3.44789 1.55785
C 0.43493 -2.33393 -4.14875
C 0.91586 1.32251 -2.28558
B -3.25134 -1.34731 0.24907
H 0.95334 -2.80955 -4.98089
H 1.34181 -3.62261 2.71952
H 4.68549 2.54068 3.57590
H -3.54757 -2.08000 -4.31711
H -4.52623 4.77457 -1.38006
H 3.61355 2.25609 -2.46916
H -0.27779 -0.99217 4.87586
H -2.45248 5.41400 -0.00565
H 2.10323 -0.40953 -2.78103
H 2.93933 2.59577 3.78218
H 1.06665 -2.42245 -3.27092
H -4.68173 5.54253 0.98784
H -1.67979 3.87001 -0.34184
H 5.09186 2.76192 -1.65553
H 0.37789 -4.96748 3.32984
H 3.48532 -1.08473 3.62759
H -5.66483 4.12068 1.29240
H -3.69808 3.26832 -1.78854
H -3.54883 -3.96285 1.02694
H -0.24969 -4.38151 -2.37591
H 4.90169 4.14879 0.54397
H -0.10597 -5.03193 -4.01232
H -1.93273 4.39187 1.33667
H -4.35307 -1.81052 0.25821
H 1.11643 -1.95892 5.36477
H -5.31907 3.23089 -1.06877
H -4.97211 2.35253 2.49588
H 2.49616 -2.35008 0.47649
H -4.65128 -0.33379 2.41491
H 3.19904 4.35613 0.93956
H 4.17354 -0.59559 -2.30065
H 3.75962 3.79921 2.78375
H -4.70924 -1.15272 -2.06206
H 0.44878 3.94254 -4.42982
H -4.25122 4.47742 2.31777
H -1.69449 -4.92652 -3.24610
H -0.90477 -3.68544 -5.99294
H 4.99522 1.16506 -2.34223
H 1.04531 -1.29044 3.73834
H -1.74841 -2.15586 -5.75282
H 4.11408 -2.41418 1.16754
H 2.72353 -2.13330 2.20305
H 4.95010 -1.48342 -1.00406
H -0.18347 3.18609 -2.18805
H -1.91024 -2.97883 5.45239
H 1.56203 -4.19081 4.38392
H -1.32230 -4.61404 5.10514
H 3.67025 4.04201 -0.71870
H 2.77377 0.39904 -5.00385
H 1.35245 2.42294 1.76884
H -0.37852 2.63358 1.56809
H 4.21743 0.43576 4.08412
H 0.73937 3.35212 0.39018
H -2.51178 -3.69839 -5.28838
H -2.01533 -4.78973 3.11302
H 3.27028 -1.79966 -1.38609
H 2.46878 0.30150 4.04709
H 0.28602 -1.28395 -4.39651
H -0.40269 -3.55620 6.16089
```

Its HOMO energy is -13.360 eV. The spin multiplicity is 1. The energy relative to the best compared isomer or geometry (same formula, charge and spin) is 27.0 kcal per mole. Its charge is +2.


Entry 2:
This record from the OMol25 dataset describes 10 unconnected molecules or ions with the total composition C40H59N7O6S3. The level of theory is ωB97M-V/def2-TZVPD.

```
115
C40H59N7O6S3 (ωB97M-V/def2-TZVPD)
S 1.02730 3.47946 4.55749
S -3.45334 1.53861 1.81815
S 3.29104 -4.42815 0.58584
O 3.28245 -3.23573 1.40910
O 4.11991 -5.52412 1.02753
O -2.09957 0.96824 1.55042
O 1.83120 3.95829 5.65026
O -3.57609 2.95544 1.99146
O 0.15401 2.42732 4.95283
N -1.07538 -2.69566 -1.75080
N -5.02857 -3.10069 -2.04502
N 3.81284 2.46896 -3.70753
N 4.00045 0.00439 1.19704
N -0.43433 3.46090 -2.88199
N 0.51063 -0.27489 0.24989
N 0.32873 -0.00695 3.71925
C 1.68923 -5.62412 -1.06746
C 1.61066 -0.34244 4.09462
C 1.54445 -1.13481 -0.10138
C 2.90845 2.21512 -4.72270
C 3.96423 1.32642 0.85111
C -6.40175 -1.50461 -1.29175
C 5.86610 0.40511 0.05767
C -4.21321 0.72307 3.21297
C -0.30264 3.47496 -1.45992
C -1.51781 3.75061 -0.93159
C -5.31045 -1.73378 -2.03705
C 1.10636 5.16106 2.48314
C -6.03292 -3.70752 -1.31702
C -5.69903 0.91805 2.89284
C 0.20384 0.57039 -0.77996
C 5.15298 -0.61173 0.70267
C 1.29539 3.76386 1.94773
C 0.99338 0.20293 -1.83341
C 1.89226 -1.60699 3.59117
C -2.46492 3.79465 -2.00485
C 1.86139 -0.84422 -1.43275
C 3.67633 -4.07569 -1.14969
C -0.26200 -1.17295 3.15483
C 1.63126 -4.97299 0.31358
C 0.27104 4.93136 3.74656
C -1.62564 -3.49041 -0.79213
C -5.86454 0.57736 1.32598
C -1.20221 -3.35011 -2.95555
C -1.81994 -4.57103 -2.78440
C 4.49247 3.61225 -3.99075
C -4.59063 0.91625 0.59355
C -6.92195 -2.75772 -0.83170
C 0.69749 -2.07804 3.00331
C 1.85206 2.93327 3.09147
C 2.49443 -4.71654 -1.91138
C 2.92313 3.29895 -5.56442
C 5.10255 1.60299 0.12413
C -2.15080 -4.59877 -1.38040
C 3.89908 4.17252 -5.13387
C -1.77703 3.57265 -3.15516
H -1.63765 3.97170 0.09793
H -3.88039 -0.28626 3.26320
H 5.35890 -1.63336 0.97544
H -0.56266 1.30838 -0.77173
H -4.60189 1.71397 -0.17492
H 2.93590 3.14405 3.07425
H 2.90293 -2.08271 3.73711
H -6.30225 0.17932 3.45072
H 0.32077 3.19082 -3.53695
H 3.11015 1.97169 0.96443
H -6.00498 -4.82041 -1.16825
H -2.09179 -5.25301 -3.55675
H 4.00381 1.79171 -2.93346
H -4.10509 0.09389 0.13299
H 0.58487 3.32125 -0.93957
H 0.40403 3.29163 1.48659
H 1.99558 3.70966 1.15182
H -5.98126 -0.52481 1.20794
H 2.20821 0.33208 4.65882
H 5.32034 2.58761 -0.27946
H 2.70658 -5.24105 -2.86146
H -3.90543 1.29317 4.10062
H 1.66102 1.84176 3.05186
H 1.87748 -1.83050 0.60505
H -2.57768 -5.44096 -0.78923
H 2.09628 -6.64831 -1.02646
H -4.54537 -0.96070 -2.36367
H 0.66224 5.85579 1.79997
H 1.97067 -3.81676 -2.19054
H 2.03653 5.53615 2.75330
H 5.24119 4.06965 -3.33979
H -1.27211 -1.13018 2.80955
H -2.06985 3.62189 -4.19252
H -0.79053 4.89648 3.54003
H -0.63318 -3.04080 -3.85747
H 6.79827 0.31021 -0.47122
H 1.31347 -5.55654 1.16605
H -3.49330 3.97279 -1.86125
H -0.29087 -2.08123 -1.64355
H 3.30126 -0.35995 1.79398
H -5.98005 1.88783 3.12237
H -6.85864 -0.55010 -1.21730
H 0.40393 5.71281 4.51148
H 0.72342 -5.81050 -1.52413
H -6.80124 0.89080 0.78029
H 0.97830 0.64524 -2.80872
H 2.55957 -1.32296 -2.00378
H -0.10743 0.83254 4.17726
H 3.68059 -3.01061 -1.23065
H 0.59155 -3.07485 2.56129
H 4.65076 -4.53337 -1.35763
H -4.13471 -3.41120 -2.22686
H 2.30637 3.46586 -6.46080
H -1.58162 -3.11294 0.25403
H -7.79338 -2.91838 -0.30589
H 0.96801 -4.08975 0.32163
H 4.22692 4.99932 -5.72582
H 0.03253 -0.19269 1.19579
H 2.40852 1.27002 -4.80806
```

Its HOMO energy is -8.172 eV. The spin multiplicity is 1. The energy relative to the best compared isomer or geometry (same formula, charge and spin) is 3.7 kcal per mole.


Entry 3:
This record from the OMol25 dataset describes 2 unconnected molecules or ions with the total composition C40H60FN4O7PS. The level of theory is ωB97M-V/def2-TZVPD.

```
114
C40H60FN4O7PS (ωB97M-V/def2-TZVPD)
S 8.05837 -2.76512 2.84233
P 1.91291 -1.51087 2.18089
F 2.84098 2.46444 1.46783
O 2.86926 -3.26891 -3.21381
O -6.49264 2.21492 -0.34061
O 3.41643 2.98564 -1.24930
O 1.40445 -0.03658 2.76786
O 0.60329 -2.50289 2.51979
O 6.29487 -0.90410 4.14424
O 3.06479 -2.09622 2.91858
N 1.53440 0.68146 -0.31193
N 5.90105 -2.92693 4.72999
N -7.48478 2.10322 -1.21560
N 5.05999 -2.13557 5.39847
C 7.14116 -1.11617 0.66733
C 5.28438 -0.83138 5.04354
C 3.84345 -2.79784 -2.25894
C -2.81427 1.99336 2.50567
C -3.92428 2.02845 3.60430
C -5.65106 2.51950 -2.89269
C -0.60998 1.87508 0.42663
C -8.51106 1.19068 -0.62315
C 7.50754 -2.62308 1.07421
C 6.73303 -2.18816 3.90077
C 2.06737 -1.51315 0.30241
C -7.60148 -0.72673 -2.04489
C -0.09379 -4.49634 -1.35513
C 0.58087 -5.68279 -0.84238
C 0.58156 1.79474 -0.60437
C 0.37648 -3.16319 -0.98345
C 6.00203 -1.13856 -0.42118
C 3.37475 1.59514 -1.53708
C 0.95017 -0.44343 -0.06733
C -1.48794 2.58064 2.74852
C -1.93909 1.32325 0.17002
C 4.29364 3.58532 -2.23689
C -9.85693 1.35717 -1.36094
C 3.04860 0.68236 -0.26440
C -8.08425 -0.28598 -0.66868
C -7.91110 2.00313 -3.66348
C -0.41342 2.52153 1.74145
C 3.52390 -1.27948 -1.94524
C 3.65541 1.37729 1.04084
C -6.51024 0.20423 -2.56300
C 4.62728 -1.45017 0.31014
C -6.90100 1.69302 -2.52674
C 5.40383 3.31868 1.22249
C 1.71430 -5.50513 0.07887
C -3.01314 1.38184 1.17540
C 1.51954 -2.92490 -0.07754
C 2.16898 -4.16242 0.43242
C -8.84662 1.56208 0.83336
C 3.32478 -0.89641 -0.42376
C 5.18128 1.76131 0.91704
H 0.27946 -6.72326 -1.11775
H 8.38887 -2.95959 0.46579
H 4.78008 0.09569 5.40025
H -4.33966 0.97782 3.65162
H -9.86002 0.94191 -2.36771
H -9.68488 0.96628 1.20042
H -2.19738 0.81569 -0.78939
H -4.03214 0.95177 0.99834
H 4.14685 3.11272 -3.24672
H -0.95704 -4.61713 -2.05684
H -5.60877 0.04412 -1.95909
H 3.94745 -3.46080 -1.36722
H -5.86725 3.59077 -2.87555
H 4.83139 -2.85355 -2.80619
H -7.40815 2.35534 -4.56673
H 6.83087 -0.62984 1.63524
H 5.62861 1.58402 -0.08936
H 4.74154 -1.04757 1.35976
H -7.21075 -1.74634 -1.98347
H -10.65695 0.83614 -0.82936
H -1.25928 3.06221 3.73494
H -4.80894 2.32700 -2.22502
H 6.22198 -2.03571 -1.07788
H 2.55283 -1.02509 -2.47178
H 0.95761 -3.37321 2.78669
H -0.18105 -2.30032 -1.43820
H -10.14606 2.40843 -1.42640
H 4.80192 3.98018 0.55513
H 0.79326 -0.18260 3.51844
H 2.26386 -6.36260 0.53705
H 4.58886 -2.56878 0.44843
H 1.02654 2.81617 -0.61431
H -8.01529 1.38082 1.51635
H -0.12300 -0.73404 -0.06445
H -8.49051 1.12971 -3.96438
H -5.30803 2.26595 -3.89833
H 2.29438 -3.93867 -2.80417
H -9.13110 2.61432 0.91571
H 2.68216 1.32378 -2.37975
H 0.55087 2.99312 2.03755
H 0.09265 1.56925 -1.59745
H 5.35678 3.39556 -1.92062
H 5.75771 1.23598 1.73015
H -8.60352 2.79796 -3.37999
H -7.27892 -0.45892 0.05580
H 5.06760 3.48700 2.27610
H -6.24582 -0.08535 -3.58445
H -8.43865 -0.76710 -2.74746
H 8.07309 -0.59731 0.32555
H 6.49800 3.57012 1.12814
H 5.98801 -0.25707 -1.10730
H 3.04703 -4.00974 1.10854
H -3.49513 2.21281 4.62937
H 4.13315 4.68818 -2.32430
H 3.61139 0.64832 1.90332
H -4.75254 2.74576 3.38138
H 4.31149 -0.68691 -2.47482
H -8.91462 -0.92384 -0.35310
H 6.62337 -3.31055 0.97878
H 4.42776 1.30501 -1.84222
```

Its HOMO energy (spin up / spin down) is -10.425 / -11.130 eV. The spin multiplicity is 2. Its charge is +1.


Entry 4:
This record from the OMol25 dataset describes 11 unconnected molecules or ions with the total composition C40H60N8O4. The level of theory is ωB97M-V/def2-TZVPD.

```
112
C40H60N8O4 (ωB97M-V/def2-TZVPD)
O 0.97644 -0.59611 1.22529
O 3.63014 0.72872 3.90221
O -4.43328 -4.30600 -1.51367
O -1.70032 2.27736 1.74133
N 3.76774 -3.71925 -3.82844
N -2.00603 1.65331 -3.25379
N 1.81264 7.31793 1.01121
N -7.11579 -0.33627 1.69333
N 0.16850 -0.30437 -0.88394
N 5.49454 3.42028 -2.06670
N 2.67091 -2.87241 1.69013
N -0.58933 -1.43875 3.63892
C -0.74921 2.12392 -3.47653
C 4.53173 -2.61854 -4.08896
C 3.93332 1.15366 2.84510
C 3.96329 -3.42831 3.37384
C 2.09409 5.24051 0.35065
C 1.25278 1.59702 0.24046
C -5.55519 -4.25107 -1.98851
C 5.44335 2.20302 -1.45611
C -1.39147 -2.43064 4.15647
C 4.27979 1.62178 -1.79816
C 4.38956 0.26341 1.70490
C 3.94979 2.63906 2.58142
C 1.12846 6.54742 1.89695
C -3.06134 1.32262 0.04976
C 2.99880 -2.57355 2.97704
C 2.43832 6.52560 0.07177
C 0.80821 0.13606 0.22418
C -3.24559 0.62045 2.50205
C -6.17880 -1.34042 1.75913
C 1.28245 5.24330 1.51186
C -1.41437 -0.63440 5.50274
C -0.57044 -0.37563 4.45950
C 2.38321 -2.01321 -3.77960
C -6.75223 -4.12811 -1.12254
C -0.01949 1.09226 -4.04037
C -5.79216 -4.31228 -3.48885
C -6.12369 -0.38728 -0.27210
C -0.41031 -1.64822 -0.94264
C -0.88847 -0.02497 -4.09339
C -2.57003 1.48776 1.46979
C 2.47580 -3.34752 -3.58436
C 3.69420 -1.53237 -4.09421
C -1.91172 -1.96687 5.32877
C -2.08691 0.33036 -3.60424
C 4.36368 3.63788 -2.78934
C -7.11369 0.22323 0.45228
C 4.22507 -4.31235 2.28544
C 3.43227 -3.92515 1.24668
C 3.53917 2.57078 -2.60482
C -5.56252 -1.41707 0.53993
H 0.71748 2.28896 -0.40142
H 0.92975 4.38976 2.06465
H 1.16840 1.90814 1.28430
H 2.57819 2.52013 -3.08288
H 0.61506 7.00931 2.71834
H 6.29936 4.00447 -2.09537
H 3.03093 6.96086 -0.70945
H -6.53308 -4.50857 -0.12852
H 2.40513 4.36217 -0.19697
H 4.25914 4.51455 -3.41051
H -5.82908 -0.17452 -1.28374
H 4.93847 -5.11694 2.22874
H -4.29187 0.91592 2.59999
H -4.73084 -2.05740 0.28879
H -4.05351 1.76763 -0.07072
H 4.02008 -0.50760 -4.15622
H 1.50305 -1.40403 -3.68130
H 4.86825 3.07774 2.99269
H 3.15445 3.12613 3.15414
H -5.29880 -5.17652 -3.93479
H 2.44964 -1.84350 3.54480
H -1.52143 -3.38993 3.68794
H 1.00918 1.14138 -4.34731
H -6.07983 -1.98801 2.61176
H 1.94418 -2.37428 1.20207
H -6.85335 -4.39093 -3.73788
H 0.17230 0.21565 -1.74563
H -0.88225 -1.82037 -1.89451
H -1.07854 -1.86522 -0.10967
H 5.59521 -2.69079 -4.23690
H 4.65064 0.92057 0.87440
H 3.93041 0.61978 -1.60780
H -0.06817 -1.44748 2.77852
H 6.28907 1.83493 -0.90159
H -3.13439 -0.43141 2.24376
H -7.78322 -0.19284 2.42346
H 3.35774 -4.33666 0.25476
H -0.04851 0.54014 4.24636
H 4.08307 -4.66277 -3.87928
H 0.40708 -2.38459 -0.87220
H 1.71418 -4.08301 -3.39416
H -0.44750 3.11582 -3.18267
H -2.74606 2.18712 -2.84292
H -0.60908 -0.99688 -4.47079
H -7.59126 -4.68973 -1.52733
H -3.19430 0.26135 -0.17611
H -2.99831 -0.21371 -3.47338
H -2.76614 0.75563 3.47085
H 3.54003 -0.34686 1.40588
H 1.92376 8.30828 1.07566
H 2.31864 1.68118 0.00095
H -1.66112 0.00616 6.33066
H 5.25737 -0.33686 1.96215
H -2.56454 -2.48799 6.00698
H -6.99172 -3.06486 -1.05725
H -5.39488 -3.42304 -3.97965
H 3.87734 2.93840 1.53961
H -7.83089 0.99339 0.24008
H 4.44172 -3.46480 4.33425
H -2.35242 1.76996 -0.63944
```

Its HOMO energy is -7.499 eV. The spin multiplicity is 1.